Here is a structure of composition C11H28ClHoINO2P2 in a non-equilibrium geometry from the OMol25 dataset. Energies are from ωB97M-V/def2-TZVPD.

Atoms and positions in Å:
C1 -0.3711 -0.0851 -4.2368
C2 -0.5805 -0.7632 -2.9209
H1 -0.3695 1.0211 -3.6358
H2 -1.0979 0.1888 -5.2225
H3 0.8016 0.0004 -4.5337
O1 -0.5437 0.0033 -1.7564
I1 -1.2921 -3.9686 -0.8867
Ho1 1.2989 -0.1050 0.9464
P1 3.1444 -0.7685 -0.6893
C3 3.8444 0.2779 0.6155
C4 3.6302 -2.5567 -0.3640
H4 4.7179 -2.7512 -0.5955
H5 4.6395 -0.2614 -2.5452
H6 2.9934 -3.2015 -1.0571
H7 3.0971 -0.9295 -3.1283
H8 3.6517 -0.0656 1.6134
H9 3.4168 -2.9104 0.6979
C5 3.5311 -0.2890 -2.3175
H10 4.9075 0.3595 0.4879
H11 3.1720 0.7458 -2.5679
H12 3.4721 1.2694 0.5119
P2 -2.6965 -0.7691 -0.5908
C6 -3.6425 0.2961 0.5838
C7 -3.4785 -0.2354 -2.1996
H13 -3.1309 -3.0800 -1.1534
H14 -4.7723 -2.3628 -0.6692
H15 -3.4801 -2.7290 0.6030
C8 -3.6947 -2.3897 -0.4288
H16 -3.1304 -0.8730 -3.0735
H17 -4.6152 -0.2915 -2.1731
H18 -4.7160 0.2685 0.3972
H19 -3.2487 1.2890 0.4495
H20 -3.1763 0.8310 -2.4577
H21 -3.3786 -0.0858 1.5550
Cl1 0.2220 -2.1965 -2.9016
C9 -0.4445 3.1672 2.9498
N1 0.1423 2.1249 3.6615
C10 0.4524 2.1276 5.0781
C11 0.2736 1.2075 2.7525
O2 0.0770 1.4396 1.4672
H22 -0.6215 4.0924 3.4660
H23 -1.4079 2.8903 2.5204
H24 0.1448 3.4124 2.0771
H25 -0.0944 1.3777 5.6877
H26 1.5212 1.9140 5.2813
H27 0.2525 3.1030 5.5832
H28 0.5794 0.2605 3.1189

Forces on atoms 1 to 6 (eV/Å):
0.1 7.0 -1.0
3.1 5.4 4.9
-0.3 -2.2 -2.3
1.8 -1.7 3.0
-3.0 -1.2 0.5
-0.1 -4.3 -6.3

Results
**Expectation value of S²**: 6.069
**Multiplicity**: 5
**HOMO energy (alpha / beta)**: -13.0 / -12.9 eV
**Net charge**: +2